(1)
11
Properties=species:S:1:pos:R:3:nbo_charge:R:1 method="wB97M-V/def2-TZVPD" homo_ev=-8.62
N 0.091 -0.307 2.704 -0.813
C 0.240 -0.647 1.460 0.516
O 0.491 -1.756 1.076 -0.611
S 0.254 0.638 0.262 0.181
C 0.191 -0.161 -1.281 -0.105
N -0.206 0.254 -2.482 -0.548
S -0.502 1.908 -2.738 0.162
H 0.010 -1.097 3.373 0.428
H -0.155 0.693 2.969 0.418
H 0.551 -1.177 -1.256 0.232
H -0.964 1.651 -4.087 0.140



(2)
11
Properties=species:S:1:pos:R:3:nbo_charge:R:1 method="wB97M-V/def2-TZVPD" homo_ev=-8.79
C -0.868 -1.323 0.005 0.399
C 1.947 0.519 -1.219 -0.097
H -2.228 -0.137 3.095 0.139
H -1.115 -2.438 0.003 0.168
H 0.399 0.797 0.081 0.412
H 2.390 -0.351 -1.822 0.217
N -1.424 -0.531 0.754 -0.702
N 0.940 0.043 -0.368 -0.320
O 0.276 -1.076 -0.770 -0.340
S -2.775 -0.887 1.560 0.222
S 2.478 2.073 -0.973 -0.099



(3)
11
Properties=species:S:1:pos:R:3:nbo_charge:R:1 method="wB97M-V/def2-TZVPD" smiles="NC(=S)N(O)C=S" homo_ev=-8.81
N 1.025 0.523 -2.131 -0.784
C 0.861 0.573 -0.836 0.230
S 1.807 1.392 0.241 -0.144
N -0.358 -0.044 -0.348 -0.159
O -1.033 -0.656 -1.396 -0.529
C -0.740 -0.196 0.925 -0.067
S -1.717 -1.370 1.776 -0.176
H 2.114 0.865 -2.229 0.434
H 0.839 -0.566 -2.764 0.444
H -1.577 -1.257 -0.917 0.494
H 0.053 0.242 1.613 0.257



(4)
11
Properties=species:S:1:pos:R:3:nbo_charge:R:1 method="wB97M-V/def2-TZVPD" homo_ev=-8.77
O 2.296 0.002 1.053 -0.587
N 2.366 -0.696 -0.180 -0.111
C 1.312 -0.672 -0.769 0.163
N 0.024 -0.096 -0.645 -0.582
S -0.212 1.647 -0.258 0.163
C -0.916 -1.076 -0.130 -0.127
S -2.359 -0.524 0.359 0.018
H 3.269 -0.153 1.454 0.483
H 1.466 -1.448 -1.411 0.197
H -0.760 1.713 1.302 0.161
H -0.309 -2.069 -0.232 0.222



Least stable of them? (4).



(1)
9
Properties=species:S:1:pos:R:3:nbo_charge:R:1 method="wB97M-V/def2-TZVPD" smiles="N=C=[PH]=PN" homo_ev="-7.47 / -7.34"
N 2.293 1.709 -0.518 -0.649
C 1.675 0.689 -0.743 0.044
P 0.826 -0.341 0.521 0.128
P -1.060 0.097 1.376 0.458
N -2.098 -0.747 0.322 -1.128
H 2.790 2.317 -1.135 0.398
H 0.409 -1.282 -0.427 -0.027
H -3.054 -0.801 0.641 0.390
H -1.781 -1.642 -0.038 0.386



(2)
9
Properties=species:S:1:pos:R:3:nbo_charge:R:1 method="wB97M-V/def2-TZVPD" homo_ev="-9.20 / -7.70"
C 0.029 -0.029 0.281 0.015
N 1.092 -0.106 1.093 -0.818
N -1.022 -0.605 -0.092 -0.640
P 1.588 0.820 -0.343 0.576
P -1.478 1.061 -0.090 0.613
H 1.550 -0.970 1.317 0.401
H -0.528 -1.487 -2.015 -0.006
H 1.666 -0.429 -1.036 -0.074
H -2.054 0.711 1.169 -0.066



Least stable of them? (2).



(1)
7
Properties=species:S:1:pos:R:3:nbo_charge:R:1 method="wB97M-V/def2-TZVPD" homo_ev=-9.31
C -1.633 0.311 1.270 -0.099
C -0.798 -0.135 0.537 -0.549
Si 0.241 -0.584 -0.900 1.073
Br -1.202 -0.859 -2.540 -0.290
H -2.512 0.604 1.812 0.245
H 1.195 -1.550 -0.959 -0.180
H 1.710 0.657 -2.003 -0.200



(2)
7
Properties=species:S:1:pos:R:3:nbo_charge:R:1 method="wB97M-V/def2-TZVPD" homo_ev="-8.58 / -8.46"
C -0.114 0.626 0.026 -0.876
C 3.102 -1.092 0.065 -0.532
Si 1.331 -0.599 -0.056 1.028
Br 4.439 0.202 0.003 0.159
H -0.771 0.364 0.748 0.201
H 0.200 1.696 -0.167 0.216
H 0.812 -1.964 0.014 -0.195



Least stable of them? (2).



(1)
97
Properties=species:S:1:pos:R:3:lowdin_charge:R:1 method="wB97M-V/def2-TZVPD" homo_ev=-7.48
Ti -0.727 -1.420 -0.604 0.798
C 6.425 -1.808 -0.811 -0.042
C 5.017 -2.252 -0.533 -0.268
C 4.428 -2.017 0.705 -0.045
C 3.156 -2.485 0.987 -0.056
C 2.460 -3.192 0.019 -0.275
C 3.030 -3.442 -1.221 -0.057
C 4.296 -2.957 -1.497 -0.020
S 0.997 -4.072 0.504 0.628
O 0.909 -5.263 -0.298 -0.274
O 1.069 -4.225 1.934 -0.290
N -0.291 -3.098 0.150 -0.299
C -1.502 -3.786 0.649 -0.136
C -2.710 -2.871 0.534 -0.558
O -3.810 -3.217 0.869 0.130
O -2.411 -1.686 0.033 -0.210
H 6.668 -0.900 -0.260 0.065
H 6.581 -1.632 -1.875 0.083
H 7.127 -2.585 -0.499 0.091
H 4.973 -1.473 1.468 0.125
H 2.711 -2.341 1.963 0.117
H 2.498 -4.051 -1.937 0.101
H 4.748 -3.160 -2.460 0.118
H -1.392 -4.075 1.698 0.131
H -1.689 -4.699 0.079 0.131
Te 1.089 3.229 -0.921 1.273
C 0.492 4.616 0.616 -0.534
C 1.051 4.531 1.885 -0.140
C 0.511 5.301 2.905 -0.155
N -0.514 6.133 2.734 0.054
C -1.021 6.235 1.508 -0.156
C -0.554 5.507 0.421 -0.135
C -0.042 1.674 -0.022 -0.912
P -1.503 0.990 -0.819 0.837
C -2.917 1.444 0.269 -0.348
C -4.115 0.731 0.235 -0.089
C -5.151 1.067 1.095 -0.070
C -5.009 2.122 1.985 -0.082
C -3.827 2.849 2.010 -0.074
C -2.788 2.504 1.160 -0.105
C -1.846 1.998 -2.302 -0.414
C -2.804 3.004 -2.312 -0.072
C -2.962 3.801 -3.439 -0.072
C -2.186 3.584 -4.566 -0.080
C -1.235 2.572 -4.567 -0.077
C -1.063 1.792 -3.438 -0.162
P 0.740 0.201 0.594 0.848
C 0.067 0.033 2.305 -0.340
C -0.403 1.151 2.988 -0.099
C -1.033 1.016 4.214 -0.065
C -1.200 -0.243 4.774 -0.073
C -0.708 -1.362 4.119 -0.064
C -0.077 -1.227 2.891 -0.092
C 2.502 0.559 0.816 -0.400
C 3.029 1.058 1.999 -0.075
C 4.356 1.466 2.039 -0.068
C 5.152 1.374 0.906 -0.078
C 4.628 0.865 -0.275 -0.102
C 3.308 0.454 -0.318 -0.154
H 1.882 3.864 2.080 0.083
H 0.912 5.248 3.913 0.103
H -1.852 6.926 1.401 0.104
H -1.016 5.618 -0.552 0.090
H -4.244 -0.090 -0.455 0.079
H -6.069 0.493 1.077 0.106
H -5.818 2.379 2.656 0.102
H -3.703 3.676 2.698 0.105
H -1.862 3.061 1.174 0.077
H -3.424 3.167 -1.441 0.103
H -3.695 4.598 -3.431 0.105
H -2.320 4.201 -5.445 0.104
H -0.625 2.399 -5.444 0.106
H -0.298 1.025 -3.426 0.082
H -0.280 2.130 2.540 0.079
H -1.412 1.895 4.720 0.108
H -1.709 -0.350 5.723 0.105
H -0.816 -2.343 4.565 0.110
H 0.333 -2.100 2.407 0.058
H 2.408 1.130 2.883 0.108
H 4.766 1.869 2.956 0.108
H 6.184 1.698 0.943 0.109
H 5.246 0.796 -1.162 0.113
H 2.883 0.052 -1.232 0.116
Cl -2.906 -1.033 -2.886 0.812
C -2.343 -2.673 -2.889 -0.591
C -3.272 -3.700 -2.927 -0.091
C -2.830 -5.011 -2.915 -0.073
C -1.467 -5.272 -2.905 -0.068
C -0.555 -4.235 -2.865 -0.049
C -0.958 -2.896 -2.806 -0.344
C -0.018 -1.772 -2.551 -0.199
H -4.326 -3.461 -2.958 0.113
H -3.549 -5.819 -2.908 0.108
H -1.105 -6.292 -2.914 0.113
H 0.502 -4.459 -2.849 0.099
H -0.192 -0.947 -3.239 0.034
H 1.023 -2.093 -2.620 0.059



(2)
97
Properties=species:S:1:pos:R:3:lowdin_charge:R:1 method="wB97M-V/def2-TZVPD" homo_ev=-7.37
Ti 1.058 -2.128 -0.544 0.922
C 6.911 3.183 1.696 -0.041
C 6.073 2.024 1.241 -0.274
C 5.782 1.847 -0.109 -0.031
C 5.007 0.785 -0.540 -0.044
C 4.515 -0.104 0.402 -0.299
C 4.794 0.037 1.752 -0.049
C 5.570 1.109 2.161 -0.031
S 3.728 -1.563 -0.154 0.655
O 2.902 -1.218 -1.352 -0.434
O 4.766 -2.530 -0.359 -0.221
N 2.602 -2.029 0.931 -0.260
C 2.910 -3.408 1.345 -0.210
C 2.746 -4.336 0.124 -0.632
O 3.123 -5.470 0.073 0.122
O 2.093 -3.712 -0.868 -0.230
H 6.878 3.999 0.975 0.077
H 7.954 2.883 1.811 0.087
H 6.571 3.564 2.659 0.080
H 6.155 2.561 -0.831 0.122
H 4.777 0.659 -1.588 0.126
H 4.396 -0.668 2.469 0.117
H 5.785 1.241 3.215 0.119
H 2.217 -3.706 2.133 0.093
H 3.929 -3.534 1.711 0.122
Te -1.053 2.221 1.711 1.329
C -2.657 3.320 0.897 -0.556
C -3.643 3.799 1.752 -0.151
C -4.718 4.492 1.217 -0.164
N -4.882 4.725 -0.082 0.054
C -3.930 4.269 -0.889 -0.157
C -2.808 3.579 -0.458 -0.116
C -0.685 0.835 0.241 -0.992
P 0.758 0.460 -0.641 0.842
C 1.903 1.854 -0.451 -0.350
C 2.213 2.704 -1.507 -0.067
C 2.943 3.864 -1.280 -0.071
C 3.361 4.183 0.002 -0.081
C 3.070 3.330 1.058 -0.083
C 2.350 2.171 0.831 -0.155
C 0.342 0.483 -2.455 -0.344
C 0.916 -0.362 -3.402 -0.109
C 0.450 -0.384 -4.714 -0.072
C -0.582 0.453 -5.102 -0.078
C -1.151 1.315 -4.171 -0.071
C -0.699 1.316 -2.864 -0.106
P -1.460 -0.737 0.361 0.903
C -1.560 -1.278 2.094 -0.411
C -0.448 -1.095 2.914 -0.156
C -0.424 -1.611 4.197 -0.079
C -1.517 -2.319 4.685 -0.081
C -2.627 -2.506 3.876 -0.076
C -2.646 -1.994 2.586 -0.117
C -3.149 -0.340 -0.172 -0.336
C -3.392 -0.321 -1.543 -0.113
C -4.563 0.223 -2.043 -0.073
C -5.505 0.758 -1.172 -0.080
C -5.273 0.735 0.194 -0.075
C -4.100 0.186 0.696 -0.097
H -3.601 3.623 2.819 0.089
H -5.497 4.867 1.874 0.102
H -4.064 4.469 -1.948 0.104
H -2.066 3.255 -1.171 0.069
H 1.882 2.472 -2.511 0.104
H 3.171 4.524 -2.106 0.105
H 3.914 5.096 0.180 0.107
H 3.397 3.571 2.061 0.113
H 2.126 1.511 1.662 0.097
H 1.761 -0.996 -3.161 0.087
H 0.909 -1.055 -5.428 0.108
H -0.945 0.435 -6.121 0.103
H -1.960 1.973 -4.462 0.107
H -1.181 1.940 -2.127 0.068
H 0.417 -0.550 2.541 0.081
H 0.448 -1.461 4.820 0.105
H -1.501 -2.720 5.689 0.102
H -3.484 -3.054 4.247 0.106
H -3.511 -2.166 1.958 0.101
H -2.645 -0.708 -2.227 0.092
H -4.736 0.239 -3.112 0.104
H -6.414 1.199 -1.560 0.105
H -5.998 1.160 0.876 0.108
H -3.916 0.202 1.763 0.100
Cl -0.188 -4.082 1.073 0.880
C -1.727 -4.152 0.225 -0.547
C -2.818 -4.710 0.857 -0.107
C -4.041 -4.658 0.201 -0.082
C -4.131 -4.046 -1.040 -0.069
C -3.003 -3.524 -1.655 -0.051
C -1.751 -3.582 -1.042 -0.353
C -0.491 -3.118 -1.677 -0.214
H -2.717 -5.146 1.840 0.111
H -4.919 -5.081 0.669 0.105
H -5.089 -3.977 -1.538 0.107
H -3.082 -3.074 -2.636 0.114
H -0.695 -2.493 -2.555 0.062
H 0.074 -3.999 -2.000 0.077



Least stable of them? (2).



(1)
14
Properties=species:S:1:pos:R:3:nbo_charge:R:1 method="wB97M-V/def2-TZVPD" smiles=CCCC homo_ev=-11.12
C -0.037 1.835 0.567 -0.598
C 0.594 0.558 -0.028 -0.396
C -0.255 -0.679 0.297 -0.394
C -0.214 -1.732 -0.808 -0.604
H -0.963 2.049 0.064 0.202
H 0.621 2.705 0.549 0.206
H -0.241 1.654 1.617 0.196
H 1.594 0.378 0.336 0.202
H 0.547 0.717 -1.110 0.190
H -1.294 -0.463 0.564 0.193
H 0.116 -1.107 1.237 0.193
H -0.624 -1.382 -1.745 0.202
H -0.677 -2.638 -0.432 0.210
H 0.831 -1.895 -1.108 0.199



(2)
14
Properties=species:S:1:pos:R:3:nbo_charge:R:1 method="wB97M-V/def2-TZVPD" smiles="C=C.CC" homo_ev=-10.38
C -2.779 0.148 0.713 -0.395
C -1.842 0.020 1.591 -0.369
H -2.706 0.969 -0.033 0.202
H -3.707 -0.330 0.944 0.188
H -0.861 0.531 1.218 0.182
H -1.855 -0.551 2.435 0.192
C 1.720 0.635 -0.629 -0.611
C 1.718 -0.878 -1.012 -0.626
H 2.447 0.858 0.258 0.206
H 0.677 0.969 -0.390 0.200
H 2.060 1.198 -1.540 0.205
H 0.776 -1.344 -0.661 0.216
H 1.628 -0.948 -2.068 0.200
H 2.724 -1.277 -0.827 0.212



Least stable of them? (2).



(1)
11
Properties=species:S:1:pos:R:3:nbo_charge:R:1 method="wB97M-V/def2-TZVPD" smiles="O=C=CN/C=C/F" homo_ev=-8.70
O -0.879 2.629 -1.544 -0.440
C -0.650 1.507 -1.335 0.676
C -0.701 0.196 -0.906 -0.365
N -0.865 0.023 0.530 -0.591
C 0.385 -0.274 1.108 -0.130
C 0.944 -1.148 0.450 0.226
F 2.256 -1.770 0.659 -0.362
H -0.207 -0.642 -1.307 0.222
H -1.397 0.678 0.969 0.381
H 0.808 0.477 1.713 0.217
H 0.306 -1.673 -0.337 0.166



(2)
11
Properties=species:S:1:pos:R:3:nbo_charge:R:1 method="wB97M-V/def2-TZVPD" homo_ev=-8.86
C -0.636 -0.156 -0.049 -0.204
C -0.350 1.267 -0.290 -0.059
C 2.423 -0.248 0.165 0.837
C -1.873 -0.661 0.104 -0.337
N 0.729 1.788 -0.200 -0.233
O 3.014 -0.582 1.121 -0.516
F 2.656 -0.700 -1.032 -0.314
H 0.231 -0.743 0.049 0.198
H -1.261 1.662 -0.572 0.224
H -2.079 -1.580 0.500 0.205
H -2.854 -0.047 0.203 0.201



Least stable of them? (2).



(1)
11
Properties=species:S:1:pos:R:3:nbo_charge:R:1 method="wB97M-V/def2-TZVPD" homo_ev=-8.46
O 0.148 -2.544 -0.684 -0.404
C 0.324 -1.461 -0.997 0.786
C 0.542 -0.230 -1.374 -0.601
C 0.568 0.838 -0.438 -0.131
C -0.143 0.949 0.736 -0.143
N -1.063 -0.002 1.064 -0.261
F -0.612 -1.161 1.722 -0.291
H 0.765 -0.272 -2.469 0.278
H 0.880 1.790 -0.797 0.218
H 0.239 1.811 1.405 0.192
H -1.648 0.284 1.832 0.356



(2)
11
Properties=species:S:1:pos:R:3:nbo_charge:R:1 method="wB97M-V/def2-TZVPD" smiles="O=C=CN/C=C/F" homo_ev=-8.23
O 3.581 -0.811 0.450 -0.438
C 2.573 -0.540 -0.049 0.681
C 1.384 -0.187 -0.498 -0.390
N 0.537 0.746 0.161 -0.591
C -0.782 0.316 0.502 -0.080
C -1.344 -0.753 0.015 0.145
F -2.660 -1.010 0.194 -0.332
H 1.204 -0.449 -1.653 0.248
H 0.957 1.328 0.947 0.391
H -1.158 1.062 1.097 0.201
H -0.761 -1.453 -0.413 0.165



Least stable of them? (1).



(1)
15
Properties=species:S:1:pos:R:3:nbo_charge:R:1 method="wB97M-V/def2-TZVPD" smiles="C=C(F)C1(F)CNC1" homo_ev=-9.27
C -1.007 -1.982 0.770 -0.473
C -0.648 -0.727 0.663 0.361
F -1.033 0.116 1.629 -0.328
C 0.146 -0.126 -0.422 0.264
F 0.015 -0.890 -1.513 -0.326
C -0.190 1.389 -0.764 -0.244
N 1.099 1.805 -0.209 -0.617
C 1.545 0.363 -0.004 -0.260
H -0.744 -2.771 -0.062 0.226
H -1.516 -2.370 1.608 0.217
H -0.978 1.763 -0.107 0.206
H -0.295 1.555 -1.862 0.200
H 1.601 2.298 -0.906 0.352
H 1.957 0.248 1.035 0.217
H 2.381 0.104 -0.756 0.205



(2)
15
Properties=species:S:1:pos:R:3:nbo_charge:R:1 method="wB97M-V/def2-TZVPD" smiles="[H]/N=C(/C(=C)C)C(F)F" homo_ev=-9.56
H 1.455 -2.208 0.322 0.372
N 0.575 -1.893 0.019 -0.619
C 0.464 -0.659 -0.027 0.294
C -0.736 0.209 0.021 -0.090
C -0.746 1.506 -0.184 -0.331
C -2.055 -0.538 0.185 -0.664
C 2.023 0.378 -0.137 0.501
F 2.981 -0.570 -0.093 -0.347
F 2.199 1.381 0.807 -0.352
H -1.658 1.917 0.023 0.202
H 0.195 2.095 -0.451 0.209
H -2.245 -0.685 -0.891 0.234
H -2.804 -0.233 0.862 0.232
H -1.739 -1.550 0.637 0.234
H 2.091 0.850 -1.092 0.127



Least stable of them? (2).